19
Properties=species:S:1:pos:R:3:nbo_charge:R:1 method="wB97M-V/def2-TZVPD" energy_ev=-8927.5094 de_lowest_kcal_mol=5.1 e_lumo_ha=0.0385 charge=0 homo_lumo_gap_ev=8.7
C -2.20058 0.56714 1.21766 -0.63
C -1.00389 -0.06888 0.58089 -0.08
C -0.76657 -1.41364 0.51162 -0.10
N 0.43547 -1.56095 -0.15117 -0.50
C 0.95116 -0.35458 -0.48890 0.14
C 2.23579 -0.19123 -1.23497 -0.64
C 0.06937 0.61087 -0.05538 -0.11
C 0.16694 2.09124 -0.23177 -0.63
H -2.22975 0.29311 2.27695 0.21
H -3.12410 0.13759 0.81049 0.22
H -2.29280 1.64779 1.18603 0.22
H -1.14800 -2.29079 1.01619 0.21
H 0.88676 -2.43771 -0.33925 0.40
H 2.84669 0.54427 -0.72502 0.22
H 2.08742 0.09358 -2.27613 0.22
H 2.80375 -1.12863 -1.26939 0.21
H 0.16047 2.61515 0.73478 0.21
H 1.12839 2.38797 -0.65714 0.21
H -0.62261 2.48214 -0.86767 0.21